1.
DFT (ωB97M-V with the def2-TZVPD basis set) results for C3H2N2O2 as an isolated structure at a distorted geometry.

```
9
Properties=species:S:1:pos:R:3
N 0.71032 1.62003 -1.44883
C 0.64975 0.57634 -0.80671
O -0.55468 0.61282 0.55027
C -0.95974 -0.52930 1.12415
O -0.52423 -1.63785 0.92516
C 1.25853 -0.69893 -0.77491
N 1.19997 -1.75497 -0.28073
H 0.01424 2.30030 -1.14152
H -1.79415 -0.48843 1.85312
```

The relative energy (zero: lowest compared OMol25 entry of this formula, charge and spin) is 3.335 eV.

=====

2.
DFT (ωB97M-V with the def2-TZVPD basis set) results for C29H37CoN5S2 as an isolated structure.

```
74
Properties=species:S:1:pos:R:3
Co 0.70462 0.22276 -0.03593
C -1.18513 5.00025 0.21663
S 0.57502 4.80304 0.54789
C 0.80654 3.09781 0.39192
S -0.51075 2.03344 -0.00391
N 2.03794 2.70663 0.58851
N 2.17315 1.36151 0.45685
C 3.34210 0.84409 0.39568
C 3.37953 -0.60534 0.22858
C 4.53617 -1.35473 0.32647
C 4.43630 -2.73847 0.26440
C 3.18859 -3.31687 0.11748
C 2.07750 -2.49459 -0.00008
N 2.17077 -1.17225 0.02982
H -1.33485 6.07361 0.11825
H -1.78705 4.62125 1.03875
H -1.46426 4.51984 -0.71825
H 4.23128 1.45751 0.48793
H 5.48766 -0.86207 0.47117
H 5.32161 -3.35383 0.34863
H 3.06305 -4.38937 0.08989
H 1.08326 -2.90547 -0.11854
C 1.46205 -1.77854 -3.27455
C 0.91634 -0.38833 -3.58950
C 1.56794 0.75041 -2.80860
C -0.59498 -0.31555 -3.49248
C -1.30978 -0.15839 -4.67111
C -2.68857 -0.02643 -4.67012
C -3.35856 0.02484 -3.46411
C -2.68568 -0.11034 -2.25191
C -3.47650 0.14098 -0.97443
C -4.62671 -0.84948 -0.78984
C -3.99744 1.58298 -0.96662
C -1.30255 -0.36914 -2.28031
N -0.65959 -0.71499 -1.04493
C -1.24906 -1.59651 -0.28211
C -0.89921 -1.62411 1.06547
C -1.36934 -2.36523 2.14896
C -0.78656 -1.80334 3.26835
C 0.03582 -0.73143 2.85645
N -0.03127 -0.62827 1.51162
C 0.85031 0.11895 3.80747
C 2.34323 -0.20252 3.65515
C 0.58561 1.60781 3.57341
C 0.45810 -0.20190 5.25471
H 2.55452 -1.78559 -3.25832
H 1.12925 -2.48795 -4.03229
H 1.09560 -2.13246 -2.31591
H 1.15942 -0.17582 -4.63392
H 1.36400 0.69569 -1.72628
H 1.15238 1.71467 -3.10163
H 2.65392 0.77010 -2.90982
H -0.76861 -0.14055 -5.60941
H -3.22854 0.06920 -5.60245
H -4.42742 0.19633 -3.45569
H -2.81684 0.04805 -0.11006
H -5.37385 -0.73811 -1.57710
H -5.12500 -0.67597 0.16454
H -4.28246 -1.88525 -0.81031
H -4.68652 1.76112 -1.79332
H -3.17576 2.29522 -1.05335
H -4.53100 1.78335 -0.03597
H -2.02620 -2.24157 -0.68338
H -2.07622 -3.17833 2.10646
H -0.94143 -2.10975 4.28779
H 2.71217 0.06630 2.66892
H 2.52830 -1.26623 3.81681
H 2.91992 0.36047 4.39134
H 0.91086 1.92746 2.58987
H 1.13131 2.19988 4.31011
H -0.47778 1.83088 3.67369
H 0.69338 -1.23287 5.52140
H -0.60411 -0.02815 5.43081
H 1.02010 0.44966 5.92435
```

The value obtained for the calculated total energy is -97416.626 eV. As for the total charge: +1.

=====

3.
DFT (ωB97M-V with the def2-TZVPD basis set) results for a 3-piece molecular cluster, C7H11N3O2 overall at a distorted geometry.

```
23
Properties=species:S:1:pos:R:3
C -2.09911 1.22255 0.89314
C -0.76957 0.92717 0.93309
C -2.52663 -0.98536 0.05009
C -1.03142 -1.17452 0.08186
C -3.12455 0.34760 0.43842
C -0.44670 -2.43663 -0.30928
C 1.93066 -0.98777 0.44751
N -0.25938 -0.25532 0.61099
N 2.52602 0.17798 0.46654
N 2.27212 2.09239 -1.66961
O -3.18276 -1.97150 -0.09782
O -4.26763 0.73338 0.28427
H -2.32095 2.22172 1.44192
H -0.07093 1.64324 1.48526
H 0.43478 -2.19166 -0.91116
H -1.01012 -2.97870 -0.97816
H -0.03938 -3.12639 0.56984
H 1.75422 -1.59535 1.26756
H 2.59068 0.67912 -0.44922
H 2.99896 0.64546 1.24143
H 1.67876 2.94319 -1.34822
H 3.15097 2.51963 -2.00118
H 1.81197 1.54976 -2.44725
```

The relative energy (zero: lowest compared OMol25 entry of this formula, charge and spin) is 5.688 eV.

=====

4.
DFT (ωB97M-V with the def2-TZVPD basis set) results for C13H29B3O4Sn as an isolated structure at a distorted geometry.

```
50
Properties=species:S:1:pos:R:3
C 4.89608 -1.56555 2.44564
O 4.92224 -1.06921 1.11887
C 4.27120 -1.90630 0.18780
C 4.72106 -1.55994 -1.22321
C 4.09829 -0.30937 -1.85492
C 4.25796 0.99465 -1.05543
C 3.16648 1.28388 -0.02111
C 1.80290 1.58547 -0.64202
C 0.74911 2.03274 0.39409
C -0.60215 1.29381 0.32206
C -1.85759 2.19296 0.33999
C -3.00446 1.77860 1.28242
C -3.21974 0.22985 1.21927
B -4.36010 -0.06357 0.26599
O -3.84591 -0.23434 -1.17838
B -4.67998 -1.00141 -2.00159
O -5.68220 -1.73216 -1.54962
B -6.35681 -1.31347 -0.33501
C -7.57768 -2.02688 0.22887
O -5.68014 -0.23098 0.26953
H 3.99229 -2.15884 2.64098
H 4.90642 -0.71487 3.12971
H 5.77464 -2.19177 2.63830
H 3.17308 -1.78232 0.28653
H 4.49842 -2.96068 0.39969
H 4.49580 -2.42412 -1.85916
H 5.81079 -1.44622 -1.20437
H 3.03687 -0.50327 -2.07585
H 4.58291 -0.16623 -2.82632
H 5.22880 0.98272 -0.55214
H 4.27931 1.83873 -1.75657
H 3.46552 2.16288 0.56378
H 3.08559 0.45971 0.69610
H 1.93963 2.37744 -1.38821
H 1.43384 0.69979 -1.18303
H 0.56756 3.10664 0.29665
H 1.16802 1.87948 1.39431
H -0.58738 0.68404 -0.62723
H -0.65738 0.56360 1.13513
H -1.56224 3.21206 0.60074
H -2.27167 2.27779 -0.67981
H -2.86597 2.09006 2.31862
H -3.89935 2.31034 0.93790
H -3.38304 -0.22322 2.20064
H -2.30110 -0.21920 0.82177
H -4.28308 -1.02282 -3.16557
H -8.02876 -2.73406 -0.46772
H -8.33687 -1.31507 0.57161
H -7.27156 -2.59072 1.12263
Sn -2.00962 -0.57066 -2.18236
```

The value obtained for the calculated total energy is -29989.769 eV. As for the total charge: +2.

=====

5.
DFT (ωB97M-V with the def2-TZVPD basis set) results for one molecule with the formula C13H5F3O2 at a distorted geometry.

```
23
Properties=species:S:1:pos:R:3
C 0.15202 2.00403 -3.54353
C 0.31679 0.99030 -2.87082
C -0.07479 -0.23554 -1.99392
C -0.31382 -1.59046 -2.62586
C -0.73214 -2.77643 -1.82000
C -0.92295 -2.57378 -0.32291
C -0.66339 -1.24680 0.31461
C -0.23499 -0.04473 -0.51327
C 0.00348 1.31271 0.24754
O -0.15640 2.40783 -0.27103
C 0.47020 1.15745 1.76083
C 1.40558 2.22162 2.47092
F 2.37996 1.47943 3.17556
F 2.01048 3.10826 1.60975
F 0.65724 2.88569 3.45738
C 0.07344 0.06378 2.51834
C -0.82679 -1.08437 1.88382
O -1.55057 -1.80289 2.55037
H -0.03466 2.90722 -4.18703
H -0.17843 -1.72606 -3.74466
H -0.94017 -3.78642 -2.28833
H -1.26232 -3.44705 0.29912
H 0.44252 0.01644 3.58773
```

Its structure (SMILES) is C#Cc1cccc2c1C(=O)C(C(F)(F)F)=CC2=O. The value obtained for the calculated total energy is -25804.059 eV.

=====

6.
DFT (ωB97M-V with the def2-TZVPD basis set) results for a 2-piece molecular cluster, C3H7Cl2PS overall.

```
14
Properties=species:S:1:pos:R:3
C 0.70261 0.99040 -0.69756
C 1.19689 -0.42480 -0.89414
C 0.34246 -0.82662 1.76067
P -2.97542 -0.21085 0.66669
S 0.60296 -1.65807 0.33397
Cl -2.89883 1.71322 0.05811
Cl -2.19679 -1.15183 -0.92796
H 1.21159 1.48844 0.12512
H 0.88925 1.56101 -1.60639
H -0.37089 0.99804 -0.51328
H 2.28583 -0.47653 -0.88099
H 0.83297 -0.83031 -1.83793
H 0.34397 0.24024 1.81204
H 0.03340 -1.41235 2.60167
```

The relative energy (zero: lowest compared OMol25 entry of this formula, charge and spin) is 2.468 eV.

=====

7.
DFT (ωB97M-V with the def2-TZVPD basis set) results for C26H55AsF6NO10S5 as an isolated structure at a distorted geometry.

```
104
Properties=species:S:1:pos:R:3
As 0.30826 -0.56667 0.17632
F 0.08410 -0.44701 -1.59730
F 1.44246 0.82081 0.01284
F 0.62862 -0.47806 2.00161
F -0.64109 -2.06047 0.27442
F 1.71184 -1.66077 0.04135
F -1.13781 0.44628 0.50308
C 5.48661 4.27330 -7.79617
C 4.73743 3.43262 -6.81410
N 4.08929 2.20785 -7.38915
C 3.64184 1.38089 -6.27132
C 2.87049 2.15006 -5.14156
C 3.13694 2.46959 -8.41406
C 2.51164 1.26040 -9.04742
H 5.89266 5.15637 -7.30281
H 4.85504 4.58409 -8.62842
H 6.33428 3.71056 -8.18717
H 5.53165 2.99087 -6.21230
H 4.04689 4.15618 -6.38084
H 3.10450 0.49224 -6.60248
H 4.54537 0.96041 -5.82982
H 2.31901 1.40573 -4.56715
H 3.58641 2.70851 -4.53850
H 2.08754 2.87129 -5.37591
H 3.58283 2.96499 -9.27653
H 2.38154 3.23146 -8.22163
H 2.19834 1.48804 -10.06630
H 1.61626 0.90271 -8.53903
H 3.22007 0.43208 -9.03723
C 4.16849 -6.66072 2.57362
C 3.37741 -6.13121 1.37794
C 2.02456 -6.98779 1.26279
S 1.67823 -7.47939 3.01870
O 1.31069 -8.92744 3.13529
O 0.66772 -6.55192 3.56538
C 3.31313 -7.06341 3.82890
H 5.05278 -6.13778 2.93784
H 4.53821 -7.63522 2.25463
H 3.88966 -6.12955 0.41582
H 3.06337 -5.09405 1.49535
H 2.37179 -7.88516 0.75069
H 1.19457 -6.44857 0.80622
H 3.76958 -7.96538 4.23658
H 3.01123 -6.28807 4.53305
C -5.77692 -0.38233 3.15157
C -6.07892 -1.82915 3.32728
C -7.34066 -2.15830 2.69951
S -8.32180 -0.63090 2.80453
O -9.58231 -1.01850 3.53150
O -8.53300 -0.05117 1.51657
C -7.03759 0.26606 3.71729
H -5.49366 0.03077 2.18347
H -4.91715 -0.05484 3.73608
H -6.09817 -2.00753 4.40242
H -5.25912 -2.38628 2.87381
H -7.87639 -2.88860 3.30594
H -7.46080 -2.42859 1.65041
H -7.14506 -0.10538 4.73640
H -7.13224 1.35191 3.72539
C 4.36678 0.05451 4.71571
C 4.82740 -0.93891 5.79399
C 5.25937 -0.04747 7.05073
S 5.45707 1.75821 6.56500
O 6.71783 2.22719 7.02288
O 4.25994 2.53609 6.87404
C 5.38421 1.20769 4.83310
H 3.35964 0.40133 4.94697
H 4.33334 -0.27450 3.67709
H 5.73295 -1.36267 5.35981
H 4.13682 -1.73786 6.06393
H 6.28479 -0.37267 7.22640
H 4.68862 -0.06244 7.97924
H 6.40698 1.01268 4.51056
H 4.99978 2.08121 4.30654
C -0.91116 5.14775 1.53772
C -0.67490 4.89649 3.03623
C -1.63721 5.90544 3.78316
S -1.42843 7.54368 2.75001
O -0.09186 8.13317 2.95749
O -2.78744 8.17218 2.87704
C -1.33211 6.57405 1.23390
H -1.75538 4.60678 1.11022
H -0.05555 4.75995 0.98488
H 0.39601 5.01699 3.19972
H -1.01310 3.89300 3.29457
H -1.41607 5.94065 4.84991
H -2.60583 5.44729 3.58324
H -0.65599 7.03160 0.51167
H -2.27186 6.73441 0.70546
C -6.24355 -0.99056 -2.97499
C -5.15799 -1.57853 -2.09610
C -4.00427 -2.20180 -2.99997
S -5.07761 -2.94590 -4.29727
O -5.21926 -4.33761 -3.91645
O -4.66362 -2.66944 -5.69420
C -6.65641 -2.13457 -3.86654
H -5.81767 -0.21469 -3.61118
H -7.14298 -0.59241 -2.50531
H -5.49020 -2.35114 -1.40269
H -4.84192 -0.76735 -1.44021
H -3.38096 -2.90413 -2.44652
H -3.38066 -1.43674 -3.46247
H -7.19533 -2.79907 -3.19118
H -7.25279 -1.96823 -4.76362
```

The value obtained for the calculated total energy is -181138.754 eV. As for the total charge: -1.

=====

8.
DFT (ωB97M-V with the def2-TZVPD basis set) results for C17H25AsN3O2S5V as an isolated structure at a distorted geometry.

```
54
Properties=species:S:1:pos:R:3
V -3.10100 -2.45769 0.18848
N -0.99191 -2.32386 0.70348
C -0.02643 -3.25846 0.06619
C -0.63708 -4.63860 0.10005
N -2.06588 -4.50657 0.24882
H -0.80157 -1.34877 0.60132
H -1.16341 -2.47558 1.69970
H 0.95683 -3.40756 0.58739
H 0.19703 -2.86091 -0.91936
H -0.28213 -5.11203 0.99679
H -0.38001 -5.25456 -0.77154
H -2.55137 -5.32057 0.67288
H -2.64208 -4.50629 -0.74719
S -3.71250 -3.97757 -1.63562
As -5.12886 -0.46710 -0.01534
S -2.91357 -0.17955 -0.30652
S -4.04784 -2.36316 1.95526
S -5.59743 0.91169 1.42842
C -1.47746 0.37551 -5.50278
N -2.26282 -0.74696 -4.96550
C -3.70743 -0.65903 -5.24824
C -1.86722 -1.73283 -4.11615
O -0.70680 -2.01455 -3.84521
H -0.42961 0.38025 -5.11469
H -1.89788 1.34222 -5.19476
H -1.51782 0.26884 -6.61887
H -3.90506 0.43220 -5.25065
H -4.25193 -1.09538 -4.43283
H -3.98460 -1.12796 -6.21260
H -2.65453 -2.27733 -3.44455
O 0.29537 0.74971 3.07178
S 1.82931 0.80512 2.99348
C 2.47359 2.29706 3.76182
C 1.58033 3.29213 4.11421
C 2.00334 4.36436 4.87775
C 3.37042 4.46391 5.13703
C 4.29578 3.55235 4.68118
C 3.81956 2.43006 3.98455
C 2.24614 1.23726 1.33468
C 1.19659 1.87410 0.63589
C 1.52998 2.33250 -0.59583
C 2.90304 2.28049 -1.05071
C 3.86849 1.62738 -0.36523
C 3.50283 1.06779 0.86573
H 0.59133 3.11035 3.75005
H 1.32417 5.14504 5.16283
H 3.71395 5.34124 5.75704
H 5.36042 3.62830 4.89259
H 4.42505 1.56203 3.77485
H 0.16845 1.87551 1.01442
H 0.76913 2.62216 -1.28244
H 3.12026 2.78536 -2.01482
H 4.90531 1.51408 -0.76857
H 4.25951 0.44383 1.36136
```

The spin multiplicity is 2. The value obtained for the calculated total energy is -167291.340 eV. As for the total charge: +1.